No. 1
Formula: C11H11CeClN2O2
Source: the Open Molecules 2025 dataset
Level of theory: the ωB97M-V functional and the def2-TZVPD basis

Properties
- Energy above the lowest of the compared OMol25 structures with the same formula, charge and spin: 111.7 kcal/mol
- Highest occupied orbital energy (alpha / beta): -14.145 / -14.136 eV
- Energy: -1620.2671 a.u.
- Orbital gap (alpha / beta): 3.6 / 3.6 eV
- Net charge: +2
- Lowest unoccupied orbital energy (alpha / beta): -0.387 / -0.386 hartree
- Molecular weight: 378.790 g mol⁻¹

Cartesian coordinates (Å):
Cl: 0.380 5.086 -0.879
C: -2.279 -0.371 -1.732
C: -1.435 -1.526 -1.618
C: -0.152 -1.242 -2.162
H: -1.739 -2.475 -1.228
C: -0.169 0.119 -2.676
C: -1.503 0.699 -2.359
H: -1.700 1.802 -2.427
H: -3.297 -0.280 -1.450
H: 0.715 -1.867 -2.221
C: 0.917 0.882 -3.344
Ce: -0.429 0.302 -0.288
C: 1.785 1.427 0.331
O: 2.821 1.540 0.871
C: -1.144 2.040 1.585
O: -1.589 2.407 2.610
H: 1.910 0.610 -2.933
H: 0.760 1.976 -3.222
H: 0.940 0.644 -4.452
N: 1.020 -1.101 3.900
C: 0.433 -2.240 3.405
C: -0.036 -1.982 2.159
N: 0.276 -0.651 1.874
C: 0.916 -0.120 2.947
H: 1.490 -0.928 4.799
H: 0.384 -3.134 3.984
H: -0.538 -2.543 1.466
H: 1.262 0.928 3.059

No. 2
Formula: CH5ClN2O
Source: the Open Molecules 2025 dataset
Level of theory: the ωB97M-V functional and the def2-TZVPD basis

Properties
- Energy above the lowest of the compared OMol25 structures with the same formula, charge and spin: 34.6 kcal/mol
- Highest occupied orbital energy: -8.786 eV
- Energy: -685.9352 a.u.
- Orbital gap: 9.3 eV
- SMILES string: OCNNCl
- Lowest unoccupied orbital energy: 0.019 hartree
- Molecular weight: 96.517 g mol⁻¹

Cartesian coordinates (Å):
O: -1.144 -0.108 0.902
C: -0.015 -0.650 0.335
N: 0.146 -0.462 -1.089
N: 0.821 0.569 -1.674
Cl: -0.039 2.212 -1.982
H: -1.920 -0.495 0.414
H: -0.096 -1.686 0.287
H: 0.863 -0.152 0.863
H: -0.647 -0.641 -1.616
H: 1.774 0.636 -1.434

No. 3
Formula: C32H40BN8NiSSeTe
Source: the Open Molecules 2025 dataset
Level of theory: the ωB97M-V functional and the def2-TZVPD basis

Properties
- Energy above the lowest of the compared OMol25 structures with the same formula, charge and spin: 0.0 kcal/mol
- Highest occupied orbital energy (alpha / beta): -3.411 / -3.694 eV
- ⟨S²⟩: 2.013
- Energy: -6282.4149 a.u.
- Orbital gap (alpha / beta): 5.7 / 5.9 eV
- Net charge: -1
- Lowest unoccupied orbital energy (alpha / beta): 0.084 / 0.081 hartree
- Molecular weight: 844.860 g mol⁻¹
- Multiplicity: 3

Cartesian coordinates (Å):
Ni: -0.032 0.107 0.474
C: -2.633 -1.607 2.751
C: -2.742 -1.716 1.264
C: -3.736 -2.362 0.510
C: -3.382 -2.149 -0.807
C: -4.080 -2.599 -2.047
N: -2.246 -1.422 -0.810
N: -1.852 -1.157 0.461
B: -1.504 -0.831 -2.036
N: -0.048 -1.343 -2.061
N: 0.663 -1.396 -0.899
C: 1.697 -2.198 -1.118
C: 2.659 -2.579 -0.046
C: 1.673 -2.660 -2.446
C: 0.545 -2.103 -3.005
C: 0.021 -2.248 -4.396
N: -1.591 0.709 -1.975
N: -1.439 1.320 -0.780
C: -1.725 2.601 -0.958
C: -1.643 3.568 0.175
C: -2.062 2.833 -2.303
C: -1.968 1.598 -2.916
C: -2.193 1.230 -4.344
H: -3.537 -1.990 3.225
H: -2.494 -0.569 3.058
H: -1.786 -2.180 3.133
H: -4.592 -2.907 0.874
H: -4.962 -3.177 -1.774
H: -3.436 -3.225 -2.665
H: -4.398 -1.753 -2.659
H: -2.055 -1.205 -3.035
H: 2.309 -2.220 0.918
H: 3.645 -2.142 -0.209
H: 2.767 -3.666 -0.014
H: 2.382 -3.314 -2.926
H: 0.682 -2.902 -4.964
H: -0.025 -1.285 -4.906
H: -0.983 -2.673 -4.410
H: -1.693 3.023 1.118
H: -2.468 4.283 0.141
H: -0.706 4.128 0.153
H: -2.338 3.767 -2.766
H: -2.528 2.106 -4.899
H: -2.944 0.445 -4.447
H: -1.274 0.865 -4.808
Se: 3.467 0.410 1.651
C: 5.232 0.190 1.005
C: 6.291 -0.137 1.856
C: 7.554 -0.349 1.332
N: 7.859 -0.256 0.037
C: 6.847 0.063 -0.772
C: 5.547 0.287 -0.354
H: 6.125 -0.226 2.922
H: 8.373 -0.608 1.996
H: 7.089 0.143 -1.828
H: 4.778 0.542 -1.073
C: 1.982 8.435 -0.028
C: 1.935 6.933 -0.126
C: 1.877 6.291 -1.355
C: 1.842 4.904 -1.461
C: 1.752 4.290 -2.832
C: 1.871 4.115 -0.297
Te: 1.908 1.992 -0.524
C: 1.918 4.752 0.952
C: 1.929 4.004 2.259
C: 1.948 6.143 1.012
H: 1.969 8.893 -1.017
H: 2.887 8.769 0.484
H: 1.129 8.823 0.533
H: 1.855 6.885 -2.264
H: 1.656 5.066 -3.593
H: 0.893 3.619 -2.906
H: 2.636 3.688 -3.052
H: 2.023 2.930 2.122
H: 1.009 4.207 2.817
H: 2.767 4.329 2.879
H: 1.988 6.618 1.989
S: 0.788 -0.379 4.933
C: 0.171 1.192 4.640
C: -0.081 1.344 3.318
N: 0.190 0.246 2.541
C: 0.659 -0.727 3.263
H: 0.052 1.917 5.427
H: -0.461 2.234 2.842
H: 0.954 -1.679 2.851